The following is a quantum chemistry calculation of C23H52P4PdS as an isolated structure in a non-equilibrium geometry, from the Open Molecules 2025 dataset.

Results
Total charge: +4
Max |F| (hartree/bohr): 0.0670
Relative energy (zero: lowest compared OMol25 entry of this formula, charge and spin) (kcal/mol): 3.2
Multiplicity: 5

Atoms and positions in Å:
1 Pd 0.4061 -0.7981 0.1633
2 P 0.6559 -3.1428 0.5006
3 P 0.0107 -0.8136 -2.0894
4 P -0.8076 -0.6691 2.5545
5 H -5.7985 3.7760 -1.6810
6 C -5.4718 4.0655 -0.6808
7 C -4.3706 4.7861 -0.4858
8 H -3.6772 5.0160 -1.3041
9 C -0.8874 -4.0916 0.2854
10 C 1.7886 -3.8956 -0.7146
11 C 1.3327 -3.7170 2.0970
12 C -0.6476 0.7157 -2.7739
13 C 1.4620 -1.1627 -3.1363
14 C -1.2999 -2.0057 -2.5153
15 C -1.9289 0.5960 3.2338
16 C 0.3914 -0.7764 3.9472
17 C -1.8769 -2.1432 2.8623
18 H -6.1737 3.8630 0.1386
19 H -4.2606 5.3857 0.4362
20 H -0.6844 -5.1561 0.4235
21 H -1.3041 -3.9395 -0.7110
22 H -1.6423 -3.7808 1.0094
23 H 1.9859 -4.9327 -0.4229
24 H 2.7402 -3.3533 -0.7448
25 H 1.3450 -3.8919 -1.7153
26 H 1.9408 -4.6131 1.9247
27 H 0.5396 -3.9746 2.8079
28 H 1.9746 -2.9515 2.5420
29 H -0.7649 0.6172 -3.8588
30 H 0.0108 1.5647 -2.5498
31 H -1.6304 0.8866 -2.3215
32 H 1.1909 -1.8581 -3.9409
33 H 2.2730 -1.5963 -2.5419
34 H 1.8105 -0.2192 -3.5789
35 H -1.4993 -1.9679 -3.5967
36 H -2.2201 -1.7230 -1.9788
37 H -1.0160 -3.0320 -2.2445
38 H -2.2365 0.2829 4.2404
39 H -2.8173 0.7057 2.6107
40 H -1.4241 1.5616 3.2923
41 H -0.1527 -0.6612 4.8950
42 H 1.1073 0.0474 3.8444
43 H 0.9301 -1.7297 3.9446
44 H -2.4601 -1.9932 3.7844
45 H -1.2932 -3.0680 2.9562
46 H -2.5779 -2.2266 2.0203
47 C -3.0783 2.2559 -0.4512
48 C -3.9346 1.2028 -0.0867
49 C -4.8507 0.7753 -1.0669
50 C -4.7512 1.1910 -2.3971
51 C -3.7977 2.1424 -2.7805
52 C -2.9792 2.6693 -1.7910
53 S -2.4056 3.2863 0.8066
54 H -1.3681 3.8566 0.2246
55 H -3.9585 0.8899 0.9536
56 H -5.6777 0.1511 -0.7193
57 H -5.4144 0.8048 -3.1747
58 H -3.7255 2.4726 -3.8268
59 H -2.2736 3.4476 -2.0859
60 C 4.5235 -0.8683 -1.3557
61 C 4.0771 -0.6505 0.0899
62 P 2.5776 0.4068 0.3655
63 C 2.9383 1.0509 2.0586
64 C 4.2986 1.6795 2.3748
65 C 2.8115 1.8094 -0.7972
66 C 4.1877 2.4981 -0.8409
67 H 4.0017 -1.7158 -1.8174
68 H 5.5960 -1.1163 -1.3761
69 H 4.3652 0.0161 -1.9883
70 H 3.8516 -1.6101 0.5731
71 H 4.9016 -0.2004 0.6668
72 H 2.1344 1.7686 2.2718
73 H 2.7882 0.1870 2.7213
74 H 4.5230 2.5656 1.7741
75 H 4.3079 1.9958 3.4264
76 H 5.1364 0.9852 2.2519
77 H 2.5446 1.4438 -1.8021
78 H 2.0326 2.5400 -0.5253
79 H 5.0337 1.8051 -0.7539
80 H 4.3120 3.0293 -1.7968
81 H 4.3001 3.2490 -0.0528

Forces on the atoms, in the same order (eV/Å):
Pd 0.84 0.21 1.46
P 0.35 -1.54 0.09
P -1.24 0.06 -2.11
P -1.03 -0.78 2.04
H 0.13 0.01 0.21
C -2.71 -0.99 -0.01
C 2.33 2.39 0.87
H -0.31 -0.10 0.46
C -0.25 0.39 -0.03
C 0.08 0.40 -0.20
C 0.11 0.23 0.21
C -0.10 0.30 0.47
C 0.40 -0.09 0.47
C -0.02 -0.20 0.22
C 0.04 0.75 -0.74
C 0.73 0.17 -0.74
C 0.10 -0.11 -0.78
H 0.34 -0.07 -0.30
H -0.18 -0.20 -0.56
H 0.14 0.02 0.02
H 0.08 -0.17 0.24
H 0.16 -0.19 -0.17
H -0.10 0.12 -0.01
H -0.12 -0.15 0.02
H 0.07 0.00 0.12
H -0.15 0.13 -0.01
H 0.19 0.06 -0.19
H 0.02 -0.19 -0.05
H 0.10 -0.07 0.09
H -0.16 -0.15 -0.11
H 0.31 -0.01 -0.18
H -0.07 0.10 0.19
H -0.17 0.04 -0.35
H -0.09 -0.25 0.16
H 0.14 0.05 0.23
H 0.27 -0.15 -0.16
H -0.11 0.43 -0.31
H 0.21 -0.08 -0.24
H 0.08 -0.02 0.14
H -0.08 -0.01 0.07
H -0.08 -0.05 -0.33
H -0.15 -0.21 0.30
H -0.14 0.27 0.04
H 0.33 0.14 -0.24
H -0.26 0.37 -0.01
H 0.02 -0.13 0.34
C 0.47 -0.72 -1.02
C 0.04 1.24 -0.71
C 0.08 -0.37 0.68
C -0.26 0.10 -0.23
C 0.18 -0.30 0.35
C 0.22 0.06 -0.42
S -1.16 -0.28 0.64
H 0.40 0.26 -0.69
H -0.43 -0.05 -0.27
H 0.36 -0.15 -0.44
H -0.04 0.05 0.48
H 0.01 -0.14 0.58
H -0.13 -0.09 0.25
C 0.04 -0.18 -0.31
C -0.35 -0.49 -0.02
P 2.43 0.41 0.37
C -0.88 -0.18 0.26
C 0.54 0.26 -0.15
C -1.03 0.21 -0.38
C 0.54 0.14 0.12
H 0.24 0.20 0.10
H -0.38 0.13 -0.01
H 0.17 -0.30 0.16
H 0.23 0.08 0.03
H -0.52 0.03 -0.11
H 0.08 -0.08 0.11
H 0.02 0.16 -0.10
H -0.18 -0.24 0.22
H -0.14 -0.14 -0.25
H -0.24 0.07 0.07
H 0.05 0.04 0.26
H 0.16 -0.10 -0.16
H -0.26 0.13 -0.03
H -0.21 -0.25 0.24
H -0.15 -0.21 -0.23